A cluster of 2 separate species, C2H8N2O2 in total in a non-equilibrium geometry, computed with the ωB97M-V functional and the def2-TZVPD basis.

XYZ file:
```
14
C2H8N2O2, DFT the ωB97M-V functional and the def2-TZVPD basis
C 0.00907 -2.08009 0.62794
C 0.95452 0.72539 -0.71817
O -0.49999 -1.46020 -0.53298
O 1.60375 0.64760 0.29927
H 1.25755 0.31838 -1.69121
H -0.78530 -2.53158 1.23216
H 0.57550 -1.37250 1.24148
H 0.68394 -2.86518 0.29378
N -0.25972 1.36432 -0.77582
N -0.78732 2.00764 0.37074
H -0.49336 2.98468 0.37616
H -0.32942 1.56294 1.16944
H -0.81916 1.40563 -1.60879
H -1.11006 -0.70702 -0.28399
```

M, Da: 92.10
Energy relative to the best compared isomer or geometry (same formula, charge and spin), kJ/mol: 217.6
HOMO energy, eV: -9.5
SMILES: NNC=O.CO
Strongest force on any atom, eV Å⁻¹: 1.82